No. 1
103
Properties=species:S:1:pos:R:3 method="wB97M-V/def2-TZVPD" homo_lumo_gap_ev=7.163 e_above_lowest_kj_mol=88.8 homo_ha=-0.39635 total_charge=+1 lumo_ev=-3.6
Tl 0.3347 -0.3448 0.5482
C 4.9334 -0.4808 -0.4838
C 5.0818 -1.6746 -1.1673
C 3.9660 -2.4585 -1.4102
C 2.7306 -2.0376 -0.9455
N 2.5945 -0.8797 -0.2879
C 3.6648 -0.1127 -0.0727
C 1.4856 -2.7949 -1.2352
C 1.4550 -4.1332 -1.5945
C 0.2296 -4.6981 -1.9099
C -0.9124 -3.9136 -1.9144
C -0.7962 -2.5853 -1.5361
N 0.3737 -2.0777 -1.1740
C -1.9176 -1.6124 -1.5220
C -3.0443 -1.7548 -2.3137
C -4.0058 -0.7562 -2.2959
C -3.8084 0.3652 -1.5070
C -2.6478 0.4403 -0.7576
N -1.7384 -0.5316 -0.7561
H 5.7753 0.1663 -0.2821
H 6.0524 -1.9852 -1.5330
H 4.0503 -3.3664 -1.9928
H 3.4898 0.8284 0.4285
H 2.3562 -4.7309 -1.6162
H 0.1695 -5.7492 -2.1590
H -1.8717 -4.3326 -2.1877
H -3.1576 -2.6141 -2.9603
H -4.8900 -0.8449 -2.9138
H -4.5296 1.1695 -1.4788
H -2.4072 1.3139 -0.1645
O 0.4023 3.9035 -0.7560
C 0.6453 2.7275 -0.9364
O 0.3462 1.8142 -0.0401
C 1.3532 2.3197 -2.2077
C 2.2815 3.2163 -2.7329
C 3.0108 2.9038 -3.8704
C 2.8112 1.6904 -4.5087
C 1.8480 0.8347 -4.0066
C 1.1140 1.1271 -2.8696
N 1.6192 -0.4495 -4.6779
O 2.5506 -0.9484 -5.2809
O 0.5060 -0.9415 -4.5980
H 2.4135 4.1670 -2.2321
H 3.7289 3.6097 -4.2654
H 3.3639 1.4101 -5.3948
H 0.3467 0.4368 -2.5447
C -3.2263 2.1154 4.2638
N -2.2507 1.1618 4.7878
C -1.1903 1.8969 5.4731
N -0.5395 2.8928 4.6199
C -1.5523 3.8118 4.1034
N -2.6260 3.1214 3.3890
C -2.1756 2.5665 2.1248
P -0.8487 1.2789 2.4158
C -1.7198 0.2944 3.7391
C 0.2389 2.2786 3.5567
H -3.6944 2.6274 5.1054
H -4.0000 1.5744 3.7168
H -0.4452 1.1916 5.8454
H -1.6318 2.4167 6.3239
H -1.0822 4.5310 3.4307
H -1.9879 4.3517 4.9441
H -1.7535 3.3470 1.4888
H -3.0197 2.1043 1.6119
H -1.0181 -0.4204 4.1669
H -2.5325 -0.2772 3.2845
H 0.7630 3.0374 2.9739
H 0.9725 1.6067 3.9984
F 2.1198 -4.7951 1.3093
C 3.3320 -4.2499 1.4590
C 3.5076 -3.1975 2.3482
C 4.7923 -2.6829 2.4497
F 5.0619 -1.6486 3.2525
C 5.8502 -3.1910 1.7173
F 7.0639 -2.6579 1.8213
C 5.6340 -4.2432 0.8495
F 6.6328 -4.7214 0.1253
C 4.3647 -4.7729 0.7115
F 4.1465 -5.7551 -0.1661
Ge 1.9323 -2.6007 3.3927
S 0.1490 -2.3404 2.1598
C 2.5208 -1.0741 4.5171
C 2.6364 0.1790 3.9567
F 2.2492 0.3552 2.6745
C 3.1265 1.2750 4.6295
F 3.2232 2.4588 4.0274
C 3.5072 1.1257 5.9507
F 3.9753 2.1588 6.6270
C 3.3957 -0.1108 6.5615
F 3.7567 -0.2516 7.8301
C 2.9215 -1.1924 5.8397
F 2.8919 -2.3714 6.4625
C 1.3603 -4.0248 4.6224
C 0.3658 -3.6960 5.5323
F -0.1086 -2.4377 5.5588
C -0.1391 -4.5979 6.4424
F -1.0722 -4.2410 7.3165
C 0.3497 -5.8935 6.4346
F -0.1212 -6.7788 7.2957
C 1.3306 -6.2630 5.5342
F 1.7840 -7.5110 5.5290
C 1.8281 -5.3262 4.6483
F 2.7964 -5.7145 3.8107

***

No. 2
6
Properties=species:S:1:pos:R:3 method="wB97M-V/def2-TZVPD" homo_lumo_gap_ev=7.733 homo_ha=-0.52011 total_charge=+1 lumo_ev=-6.4
C -0.2860 -0.7199 -0.2756
H -0.4562 -1.5819 0.3692
C -0.7149 0.4704 -0.4072
H -1.5965 1.0489 -0.1336
H 1.2798 -0.7394 0.0637
Pb 1.3216 1.4481 0.4178

***

No. 3
9
Properties=species:S:1:pos:R:3 method="wB97M-V/def2-TZVPD" homo_lumo_gap_ev=9.722 e_above_lowest_kj_mol=412.2 homo_ha=-0.37003 lumo_ev=-0.3
C -1.0406 0.7001 1.1485
C -0.1606 0.2833 0.0013
C 1.5346 -0.1467 -0.7421
N -1.8948 0.8804 1.8759
O -0.5530 -1.1052 -0.2209
O 2.1023 -1.0826 -0.3097
H -0.6265 1.0011 -0.7482
H 1.8736 0.7201 -1.4065
H -1.2350 -1.2504 0.4018

***

No. 4
12
Properties=species:S:1:pos:R:3 method="wB97M-V/def2-TZVPD" homo_lumo_gap_ev=6.678 e_above_lowest_kj_mol=180.5 homo_ha=-0.53530 total_charge=+1 lumo_ev=-7.9
F 1.8263 2.1461 0.0895
O 0.2264 -1.3386 -0.3683
C -0.9154 -1.1571 0.2084
C 0.9745 0.6468 -0.0585
O -1.4269 -2.1405 0.7931
O -1.2999 0.0607 0.4481
C -0.4820 1.0973 -0.1453
Mg -0.1170 -3.3682 -0.1438
H 1.4088 0.4560 -1.0462
H 1.2657 0.3603 0.9584
H -0.7957 1.2397 -1.1836
H -0.6646 1.9974 0.4482

***

No. 5
113
Properties=species:S:1:pos:R:3 method="wB97M-V/def2-TZVPD" homo_lumo_gap_ev="6.027 / 5.809" s_squared=0.772 e_above_lowest_kj_mol=318.2 homo_ha="-0.36873 / -0.36063" total_charge=+1 spin_multiplicity=2 lumo_ev="-4.0 / -4.0"
W 0.1111 -0.7493 0.4002
C 2.0330 -2.5267 -1.4750
C 0.8808 -1.6416 -1.9227
C -0.4588 -2.0898 -1.7946
C -0.7831 -3.5211 -1.4321
C -1.4728 -1.4118 -2.5591
C -2.9311 -1.7838 -2.3907
C -1.1142 -0.6579 -3.6475
C -2.1854 -0.3047 -4.6549
C 0.2567 -0.3630 -3.9015
C 0.6368 0.1877 -5.2531
C 1.2076 -0.7181 -2.9791
C 2.6617 -0.3515 -3.1680
H 1.6757 -3.4055 -0.9626
H 2.7312 -2.0089 -0.8249
H 2.5899 -2.8634 -2.3536
H 0.0005 -4.1820 -1.8027
H -1.7074 -3.8261 -1.9206
H -0.8972 -3.7015 -0.3770
H -3.2280 -2.5380 -3.1304
H -3.5733 -0.9137 -2.5438
H -3.1410 -2.1880 -1.4093
H -1.7659 -0.1011 -5.6375
H -2.7498 0.5752 -4.3501
H -2.8973 -1.1221 -4.7648
H 0.4465 -0.5800 -6.0126
H 1.6895 0.4503 -5.3217
H 0.0514 1.0651 -5.5227
H 3.1935 -1.1087 -3.7554
H 3.1529 -0.2737 -2.2026
H 2.7794 0.6013 -3.6803
C -5.8244 -0.8300 3.7230
C -4.4994 -1.4232 3.3247
O -3.5862 -0.3195 3.0608
P -2.1038 -0.6013 2.5683
S -1.1858 1.1216 2.2002
S -2.1326 -1.7386 0.9212
O -1.4392 -1.4769 3.7144
C -0.9288 -0.8957 4.9445
C -2.0284 -0.6648 5.9577
H -6.5284 -1.6333 3.9484
H -6.2323 -0.2227 2.9124
H -5.7143 -0.2005 4.6082
H -4.5871 -2.0252 2.4212
H -4.0819 -2.0445 4.1152
H -0.4108 0.0315 4.7056
H -0.2050 -1.6192 5.3103
H -2.7720 0.0347 5.5740
H -1.5934 -0.2397 6.8661
H -2.5217 -1.6027 6.2200
O 5.2113 -4.2361 4.8563
N 4.6126 -4.9867 4.1097
O 4.8307 -6.1718 3.9664
C 3.5239 -4.4007 3.2996
C 2.8461 -5.1933 2.3746
C 1.8312 -4.6706 1.6378
C 1.4622 -3.2835 1.7045
O 0.6410 -2.7354 0.9359
C 2.1633 -2.5609 2.7099
C 3.1844 -3.1072 3.4889
N 1.8309 -1.2170 2.9536
O 2.4129 -0.6134 3.7692
O 0.8444 -0.7176 2.4358
N 1.1238 -5.6416 0.7752
O 1.7937 -6.5307 0.2816
O -0.0735 -5.5246 0.6699
H 3.1099 -6.2363 2.2633
H 3.6819 -2.5037 4.2339
C 5.0237 -0.3669 0.1392
N 4.3431 0.6126 0.9794
C 3.0018 0.7241 1.0596
N 2.5104 1.6294 1.9143
O 2.2853 0.0253 0.2883
H 5.9946 0.0291 -0.1486
H 4.4430 -0.5409 -0.7571
H 5.1699 -1.3178 0.6548
H 4.8905 1.0670 1.6883
H 3.1001 1.9837 2.6474
H 1.5363 1.5607 2.1479
C -0.1094 4.3844 -4.9899
C -1.3309 3.9194 -4.5222
C -1.3861 3.0840 -3.4093
C -0.2180 2.6909 -2.7574
C 1.0061 3.1477 -3.2510
C 1.0603 3.9930 -4.3511
Sb -0.3689 1.6561 -0.8632
C 0.7888 3.2210 0.0374
C 2.1206 3.3829 -0.3416
C 2.8710 4.4429 0.1420
C 2.3011 5.3472 1.0329
C 0.9911 5.1666 1.4530
C 0.2361 4.1055 0.9577
C -2.3413 2.4044 -0.5430
C -2.6164 3.7702 -0.5922
C -3.9224 4.2241 -0.4382
C -4.9609 3.3177 -0.2585
C -4.6943 1.9559 -0.2371
C -3.3876 1.5004 -0.3762
H -0.0691 5.0535 -5.8424
H -2.2525 4.2201 -5.0089
H -2.3529 2.7646 -3.0453
H 1.9374 2.8530 -2.7870
H 2.0214 4.3481 -4.7070
H 2.5949 2.6595 -0.9939
H 3.9020 4.5675 -0.1751
H 2.8800 6.1881 1.4010
H 0.5454 5.8589 2.1605
H -0.7801 3.9667 1.3055
H -1.8172 4.4829 -0.7659
H -4.1263 5.2889 -0.4743
H -5.9779 3.6772 -0.1362
H -5.5033 1.2424 -0.1138
H -3.1873 0.4407 -0.3343

***

No. 6
125
Properties=species:S:1:pos:R:3 method="wB97M-V/def2-TZVPD" homo_lumo_gap_ev=8.535 homo_ha=-0.33312 lumo_ev=-0.5
C -3.1528 -3.5499 1.5723
C -3.2024 -3.6679 0.0756
C -3.7969 -2.4718 -0.6129
O -3.5542 -2.5796 -1.9862
C -4.1872 -1.5469 -2.7266
N -1.8132 -3.8178 -0.4872
H -1.2318 -4.4275 0.0892
H -1.8157 -4.1492 -1.4510
H -1.3027 -2.9114 -0.4186
H -2.9592 -4.5167 2.0482
H -4.1149 -3.2452 1.9790
H -2.3567 -2.8865 1.9123
H -3.7410 -4.5847 -0.1729
H -3.3084 -1.5975 -0.1521
H -4.8761 -2.4324 -0.4163
H -5.2770 -1.6647 -2.6916
H -3.8577 -1.6034 -3.7596
H -3.9359 -0.5637 -2.3155
As -0.6384 0.2365 0.2091
F -0.5688 -1.3905 -0.4879
F -1.5585 -0.4602 1.4896
F -0.6632 1.7565 1.0020
F 0.1956 0.9152 -1.1317
F -2.0611 0.6093 -0.6917
F 0.8689 -0.1262 0.9868
C -5.4099 4.2463 -1.1086
C -4.2325 3.2670 -1.2780
C -4.4152 2.3174 -0.0580
O -5.5154 2.7892 0.7049
C -5.7357 4.1353 0.3790
H -6.2779 3.8982 -1.6717
H -5.1833 5.2537 -1.4574
H -3.2468 3.7199 -1.2841
H -4.4376 2.7084 -2.1891
H -3.5001 2.2702 0.5381
H -4.5737 1.3144 -0.4592
H -5.0916 4.8264 0.9478
H -6.7548 4.4618 0.5874
O 4.3203 2.7030 1.4626
S 3.3840 3.4609 2.2193
O 3.8105 4.4533 3.1540
O 2.4412 4.1354 1.1408
C 1.3185 4.9133 1.6030
C 0.4734 5.2283 0.3858
C 2.2700 2.3358 3.0266
H 1.6578 5.8039 2.1309
H 0.7351 4.3232 2.3152
H -0.4742 5.6668 0.7005
H 0.3085 4.3507 -0.2340
H 0.9721 5.9923 -0.2162
H 1.6303 1.9537 2.2356
H 1.7745 2.9163 3.7979
H 2.8723 1.5419 3.4615
O 0.8763 -2.7172 -7.2123
S 1.2235 -2.0430 -6.0146
O 1.7935 -0.7336 -6.0442
O -0.1012 -1.9933 -5.1565
C -0.1553 -1.0892 -4.0232
C -1.2039 -0.0375 -4.2460
C 2.2659 -3.0838 -5.0583
H 0.8173 -0.6174 -3.8793
H -0.2957 -1.6904 -3.1228
H -0.9716 0.4998 -5.1681
H -1.2331 0.6471 -3.3972
H -2.2092 -0.4400 -4.3889
H 3.1030 -3.3681 -5.6940
H 1.7134 -3.9602 -4.7359
H 2.6621 -2.5475 -4.2006
O -3.5341 -1.1760 6.3614
S -3.1080 -1.8121 5.1598
O -2.7344 -3.1790 5.1004
O -4.2711 -1.6719 4.0876
C -4.9245 -0.3847 3.9676
C -5.1983 -0.1193 2.5082
C -1.8446 -0.8559 4.3867
H -4.3286 0.4255 4.3835
H -5.8555 -0.4710 4.5261
H -5.9878 0.6189 2.3784
H -5.5127 -1.0313 1.9955
H -4.3068 0.2513 1.9965
H -2.2227 0.1263 4.1224
H -1.5655 -1.4247 3.5088
H -0.9969 -0.7612 5.0620
O 1.0190 -3.6292 -2.1439
S 2.2513 -3.8026 -1.4248
O 3.0410 -4.9460 -1.6827
O 3.2022 -2.5740 -1.6307
C 2.5957 -1.2402 -1.5462
C 3.4012 -0.2403 -0.7812
C 1.8626 -3.7179 0.3106
H 1.6141 -1.3492 -1.0949
H 2.4246 -0.9407 -2.5789
H 4.4028 -0.0274 -1.1501
H 3.4744 -0.4945 0.2803
H 2.8500 0.7019 -0.7571
H 1.6539 -2.6719 0.5222
H 2.7365 -4.1015 0.8304
H 1.0195 -4.3868 0.4540
O 4.1039 -3.2258 2.6717
S 3.7370 -2.5331 3.8673
O 3.6425 -3.1973 5.1150
O 4.7398 -1.3206 4.0775
C 5.5519 -0.9007 2.9449
C 6.3032 0.3343 3.3795
C 2.2937 -1.5494 3.6268
H 4.9207 -0.7055 2.0761
H 6.2326 -1.7141 2.6993
H 5.6098 1.0949 3.7351
H 6.9068 0.7065 2.5552
H 6.9621 0.0853 4.2126
H 2.2254 -0.9213 4.5141
H 1.3601 -2.0893 3.4977
H 2.4730 -0.8715 2.7922
F 6.2550 2.2933 -3.7003
C 4.9282 2.4300 -3.4802
C 4.0561 1.8112 -4.3573
C 2.6945 1.8933 -4.1113
C 2.2294 2.5853 -2.9987
C 3.1259 3.2480 -2.1773
C 4.4887 3.2090 -2.4303
H 4.4898 1.2594 -5.1817
H 1.9779 1.4388 -4.7853
H 1.1750 2.6876 -2.7811
H 2.6896 3.9169 -1.4462
H 5.1749 3.7836 -1.8224

***

For reference, maximum force by record: 0.5 3.3 3.7 5.9 3.8 1.4 eV Å⁻¹.